(1)
The following is a quantum chemistry calculation of an isolated ion of composition C5H13N2 and charge +1 in a non-equilibrium geometry, from OMol25.

Last column: Löwdin charge in e.
CARTESIAN COORDINATES (ANGSTROEM)
1 C -0.8577 -1.5702 1.8459  -0.056
2 C -0.8060 -0.4660 0.7017  -0.232
3 N 0.3595 0.4909 1.2285  0.180
4 C -0.3803 -1.0872 -0.7520  -0.161
5 C -0.1835 -0.0114 -1.7675  -0.118
6 C 1.0100 0.7115 -1.7652  -0.208
7 N 1.1512 2.0930 -1.4751  0.039
8 H 0.0654 -2.1355 2.0855  0.093
9 H -1.2665 -0.9404 2.6657  0.085
10 H -1.5239 -2.3998 1.5601  0.090
11 H -1.8185 0.0099 0.6255  0.162
12 H 0.3705 1.2265 0.4822  0.104
13 H -0.0910 1.0668 1.9881  0.176
14 H 1.3791 0.3193 1.4517  0.203
15 H 0.6418 -1.4726 -0.6459  0.120
16 H -1.1714 -1.7619 -0.9927  0.106
17 H -1.0974 0.4031 -2.1911  0.102
18 H 1.9831 0.2458 -1.9635  0.119
19 H 0.5368 2.6741 -0.9006  0.091
20 H 1.6990 2.6041 -2.1813  0.107

net charge = +1
relative energy (zero: lowest compared OMol25 entry of this formula, charge and spin) = 398.6 kJ/mol
LUMO = -3.5 eV
SMILES = C[C@@H]([NH3+])C/C=C/N


(2)
The following is a quantum chemistry calculation of a 2-piece molecular cluster, C5H13N2 overall in a non-equilibrium geometry, from OMol25.

Last column: Löwdin charge in e.
CARTESIAN COORDINATES (ANGSTROEM)
1 C 0.2315 -2.0632 1.5890  -0.058
2 C -0.5643 -1.4902 0.7667  -0.126
3 C 1.0591 1.0408 0.6672  0.001
4 C -0.7322 0.9336 -1.2172  -0.225
5 C 0.5731 0.5540 -0.5971  -0.358
6 N 1.2941 -0.2484 -1.3026  0.203
7 N -1.7859 1.5225 -0.3806  0.014
8 H 0.1817 -1.8491 2.6488  0.074
9 H 1.2367 -2.4896 1.3176  0.088
10 H -1.4182 -0.9873 1.2010  0.065
11 H 0.4587 0.8270 1.6199  0.143
12 H 2.1022 0.6691 0.7271  0.114
13 H 1.1733 2.1094 0.6460  0.113
14 H -0.4867 1.8954 -1.8851  0.197
15 H -1.0985 0.1897 -1.9068  0.116
16 H 1.0182 -0.6233 -2.2678  0.199
17 H 1.9300 -0.8751 -0.7258  0.180
18 H -0.4396 -1.5392 -0.3451  0.075
19 H -2.1509 0.7731 0.3830  0.132
20 H -2.5823 1.6508 -0.9381  0.054

net charge = +1
relative energy (zero: lowest compared OMol25 entry of this formula, charge and spin) = 372.1 kJ/mol
LUMO = -4.9 eV


(3)
The following is a quantum chemistry calculation of a 2-piece molecular cluster, C5H13N2 overall in a non-equilibrium geometry, from OMol25.

Last column: Löwdin charge in e.
CARTESIAN COORDINATES (ANGSTROEM)
1 C 0.8383 0.7536 -0.1454  -0.085
2 C -0.7142 0.4070 0.1826  -0.131
3 C 2.0395 0.4108 0.4210  -0.129
4 C -2.0330 0.8515 -0.4756  -0.016
5 C 3.3867 0.9107 -0.1522  -0.053
6 N -3.1170 0.9402 0.2758  0.166
7 N -0.7254 -2.5242 -0.0752  0.052
8 H 0.7816 1.3334 -0.9593  0.041
9 H 0.2493 -2.7438 0.1351  0.076
10 H -0.8822 -0.9125 0.0860  0.136
11 H -1.0004 0.3153 1.2875  0.122
12 H 1.9984 -0.2747 1.3351  0.123
13 H -2.2466 1.1896 -1.4245  0.113
14 H 3.5538 1.7540 0.4456  0.068
15 H 3.1828 1.0500 -1.1349  0.037
16 H 4.0577 0.0572 -0.0488  0.087
17 H -3.8686 1.5004 -0.0994  0.138
18 H -3.2089 0.7584 1.2513  0.129
19 H -1.4296 -3.1991 0.1737  0.060
20 H -0.8623 -2.5779 -1.0784  0.064

net charge = +1
relative energy (zero: lowest compared OMol25 entry of this formula, charge and spin) = 416.1 kJ/mol
LUMO = -4.2 eV


(4)
The following is a quantum chemistry calculation of an isolated ion of composition C5H13N2 and charge +1 in a non-equilibrium geometry, from OMol25.

Last column: Löwdin charge in e.
CARTESIAN COORDINATES (ANGSTROEM)
1 N 1.2504 0.2962 1.9340  0.175
2 C 0.3305 1.2147 1.1474  -0.075
3 C 0.1958 0.7651 -0.3654  -0.296
4 C -1.2399 0.5945 -0.8151  -0.114
5 C -1.3288 -0.8813 -1.3389  -0.142
6 C -0.0680 -1.5592 -0.8413  -0.198
7 N 0.9067 -0.5115 -0.5305  -0.049
8 H 2.2138 0.5553 1.7222  0.167
9 H 1.0915 0.1761 2.9381  0.175
10 H 1.1874 -0.6499 1.5272  0.143
11 H 0.6130 2.2638 1.2332  0.129
12 H -0.5976 1.1991 1.7258  0.121
13 H 0.7482 1.5767 -0.8535  0.145
14 H -1.6110 1.2880 -1.5751  0.123
15 H -1.9204 0.7338 0.0302  0.108
16 H -1.3017 -0.9961 -2.4208  0.113
17 H -2.2936 -1.2426 -0.9873  0.114
18 H -0.3200 -2.2076 0.0111  0.112
19 H 0.2960 -2.1747 -1.6719  0.123
20 H 1.8477 -0.4406 -0.8692  0.126

net charge = +1
relative energy (zero: lowest compared OMol25 entry of this formula, charge and spin) = 171.7 kJ/mol
LUMO = -3.5 eV
SMILES = [NH3+]C[C@@H]1CCCN1


(5)
The following is a quantum chemistry calculation of a 2-piece molecular cluster, C5H13N2 overall in a non-equilibrium geometry, from OMol25.

Last column: Löwdin charge in e.
CARTESIAN COORDINATES (ANGSTROEM)
1 C -2.1282 1.7968 -0.5793  0.151
2 C -1.9148 0.6213 -0.3901  -0.190
3 C -2.2856 -0.7779 -0.2385  -0.084
4 C 1.1979 -0.6809 -0.9269  -0.092
5 C 0.8720 -0.2062 0.4745  -0.390
6 N 0.7727 1.2601 0.4041  0.084
7 N 2.1263 -0.4779 1.2936  0.172
8 H -0.2556 1.4223 0.1446  0.080
9 H -2.0829 2.7670 -0.8723  0.027
10 H -1.8028 -1.2644 0.6862  0.110
11 H -1.7838 -1.3671 -0.8937  0.030
12 H -3.3105 -0.9840 -0.0933  0.081
13 H 0.3041 -0.7192 -1.6388  0.100
14 H 1.9762 0.0372 -1.3648  0.096
15 H 1.6255 -1.6349 -1.0212  0.054
16 H 0.4644 1.7435 1.3645  0.222
17 H 1.5027 1.7816 0.0069  0.118
18 H 2.1657 -0.0274 2.1276  0.102
19 H 2.9388 -0.2455 0.8169  0.115
20 H 2.0109 -1.5108 1.5715  0.213

net charge = +1
relative energy (zero: lowest compared OMol25 entry of this formula, charge and spin) = 655.5 kJ/mol
LUMO = -3.3 eV


(6)
The following is a quantum chemistry calculation of an isolated ion of composition C5H13N2 and charge +1 in a non-equilibrium geometry, from OMol25.

Last column: Löwdin charge in e.
CARTESIAN COORDINATES (ANGSTROEM)
1 C 1.0811 0.1722 2.2741  0.085
2 C 0.4438 0.6119 1.1916  -0.394
3 N -0.8031 1.3653 1.3096  0.047
4 C 0.7662 0.4278 -0.2563  -0.111
5 C 0.0128 -0.7877 -0.8697  -0.341
6 C 0.3891 -1.0493 -2.3132  -0.044
7 N -1.4715 -0.5796 -0.7729  0.200
8 H 2.0443 -0.2882 2.1004  0.075
9 H 0.7433 0.3900 3.2705  0.071
10 H -1.0801 1.4667 2.2882  0.103
11 H -0.6635 2.2928 0.9099  0.105
12 H 1.8198 0.2194 -0.4200  0.135
13 H 0.5154 1.3092 -0.8342  0.126
14 H 0.2411 -1.6475 -0.2576  0.149
15 H 0.1739 -0.1497 -2.9129  0.095
16 H -0.3681 -1.7178 -2.7730  0.096
17 H 1.3964 -1.3817 -2.5707  0.103
18 H -1.9374 -1.3780 -0.3608  0.166
19 H -1.6309 0.2021 -0.0347  0.150
20 H -1.8760 -0.2930 -1.6921  0.183

net charge = +1
relative energy (zero: lowest compared OMol25 entry of this formula, charge and spin) = 132.9 kJ/mol
LUMO = -3.1 eV
SMILES = C=C(N)C[C@H](C)[NH3+]


Question: Which of these has the highest relative energy (zero: lowest compared OMol25 entry of this formula, charge and spin)?
Answer: number 5